C7H7ClN2S | ωB97M-V with the def2-TZVPD basis set

Output
Spin multiplicity: 1
ΔE to the lowest compared entry with this formula, charge and spin (kcal/mol): 41.4
HOMO energy (eV): -8.36
Frontier orbital gap (eV): 8.7

Atoms and positions in Å:
C1 -2.3896 -0.2518 -0.0311
C2 0.0795 0.3409 0.0245
C3 0.5776 -0.7302 0.7176
C4 1.8719 -1.1482 0.6120
C5 2.7689 -0.3744 -0.0736
C6 2.3311 0.7634 -0.8255
C7 0.9355 1.0481 -0.7309
H1 -4.3081 -0.4435 0.5175
H2 -3.3437 0.7350 1.1980
H3 -1.6109 1.5107 -0.4595
H4 -0.1476 -1.5249 1.2199
H5 2.2387 -1.8452 1.1351
H6 3.2129 1.5361 -1.3320
H7 0.4422 1.9373 -1.3400
N1 -3.5293 0.1817 0.4743
N2 -1.3419 0.6494 0.1042
S1 -2.2248 -1.6143 -1.0119
Cl1 4.4376 -0.7701 -0.1986

***

C42H98N14O14 | ωB97M-V with the def2-TZVPD basis set

Output
Spin multiplicity: 1
ΔE to the lowest compared entry with this formula, charge and spin (kcal/mol): 307.7
HOMO energy (eV): -9.10
Frontier orbital gap (eV): 8.9

Atoms and positions in Å:
C1 2.2764 3.0248 10.2379
O1 3.1069 2.1480 9.9934
N1 1.0513 3.0270 9.7105
C2 0.6630 2.0337 8.6824
C3 0.1233 4.0308 10.1818
H1 2.4583 3.8866 10.8984
H2 1.4364 1.2785 8.5424
H3 0.5478 2.5500 7.7294
H4 -0.2479 1.5856 9.0795
H5 -0.6574 3.7964 10.9054
H6 0.6540 4.9379 10.4710
H7 -0.3907 4.2954 9.2577
C4 -2.7306 2.5637 -7.4767
O2 -2.1888 2.7086 -6.3386
N2 -2.7116 1.4445 -8.1878
C5 -3.4133 1.2698 -9.4956
C6 -2.2143 0.1423 -7.7040
H8 -3.2503 3.3109 -8.0961
H9 -3.2798 2.1362 -10.1434
H10 -4.4670 1.0029 -9.4146
H11 -2.9236 0.5349 -10.1345
H12 -1.3671 -0.1751 -8.3119
H13 -1.8405 0.2735 -6.6886
H14 -3.0409 -0.5653 -7.7683
C7 -7.1887 -0.9630 -3.9513
O3 -6.6859 -1.7762 -4.7568
N3 -7.2798 -1.2345 -2.6189
C8 -7.4502 -0.1006 -1.6567
C9 -6.9910 -2.4917 -1.9305
H15 -7.5428 0.0367 -4.2469
H16 -6.4237 0.1233 -1.3664
H17 -7.9961 -0.5104 -0.8069
H18 -7.9734 0.7987 -1.9817
H19 -7.7373 -2.6884 -1.1608
H20 -6.9367 -3.2306 -2.7300
H21 -5.9872 -2.5224 -1.5070
C10 5.6172 -0.9915 -0.4103
O4 5.3960 -0.3054 -1.4075
N4 6.8951 -1.4138 -0.1734
C11 7.1994 -2.1987 0.9488
C12 8.0938 -0.9883 -0.8947
H22 4.8951 -1.4706 0.2688
H23 7.6439 -3.1434 0.6356
H24 6.3395 -2.4565 1.5671
H25 7.9562 -1.6229 1.4816
H26 8.7537 -1.8464 -1.0226
H27 7.8180 -0.4846 -1.8212
H28 8.6396 -0.2887 -0.2617
C13 0.0726 0.5937 1.5944
O5 0.1545 1.6802 2.2098
N5 -0.0812 0.4956 0.2644
C14 -0.3573 -0.7424 -0.4455
C15 -0.0642 1.6735 -0.6533
H29 0.3260 -0.4120 1.9641
H30 -0.1893 -1.6121 0.1896
H31 0.1545 -0.6981 -1.4069
H32 -1.3979 -0.7436 -0.7698
H33 0.2411 2.5745 -0.1212
H34 0.6328 1.5566 -1.4832
H35 -1.1115 1.7365 -0.9485
C16 -6.2673 0.1988 4.0122
O6 -7.1034 -0.6980 4.0639
N6 -5.2768 0.3873 4.9004
C17 -4.3634 1.5579 4.8389
C18 -4.9624 -0.6368 5.9338
H36 -6.2118 0.8836 3.1518
H37 -4.9515 2.4689 4.9493
H38 -3.8536 1.6921 3.8848
H39 -3.5988 1.5343 5.6153
H40 -5.4628 -1.5939 5.7866
H41 -3.9196 -0.9541 5.9416
H42 -5.1608 -0.1613 6.8944
C19 7.6230 3.7278 4.1976
O7 8.5459 3.5884 4.9499
N7 6.4789 2.9961 4.0670
C20 5.4148 3.4655 3.1543
C21 6.2986 1.8724 4.9671
H43 7.5594 4.6185 3.5535
H44 4.5126 3.4780 3.7659
H45 5.1802 2.8133 2.3130
H46 5.5265 4.4502 2.7005
H47 7.1446 1.6384 5.6133
H48 5.3921 1.9096 5.5713
H49 6.1128 1.0778 4.2445
C22 -1.3201 -7.1422 -6.0515
O8 -1.3076 -7.5238 -4.8994
N8 -1.2749 -5.8673 -6.4754
C23 -1.4760 -5.4428 -7.8526
C24 -0.8987 -4.8442 -5.5308
H50 -1.3904 -7.8745 -6.8706
H51 -2.2460 -4.6746 -7.7805
H52 -1.7035 -6.1877 -8.6151
H53 -0.5604 -4.9270 -8.1418
H54 -0.5896 -5.2849 -4.5830
H55 -0.1412 -4.2490 -6.0407
H56 -1.7751 -4.2087 -5.4034
C25 -7.2891 5.3449 -0.7424
O9 -6.9523 4.6340 0.2054
N9 -6.5708 5.4378 -1.9042
C26 -5.3520 4.6582 -2.1144
C27 -7.0955 6.2634 -3.0536
H57 -8.1505 6.0289 -0.6948
H58 -5.3971 3.7882 -2.7695
H59 -4.7495 4.3432 -1.2624
H60 -4.7422 5.3102 -2.7397
H61 -6.5402 7.1590 -3.3323
H62 -6.9850 5.7336 -3.9998
H63 -8.1287 6.5753 -2.9008
C28 5.8302 -7.3356 -0.5622
O10 5.4562 -7.6809 0.6005
N10 4.9194 -7.1168 -1.5725
C29 5.1901 -6.6286 -2.8597
C30 3.4807 -7.1965 -1.2313
H64 6.8771 -7.1520 -0.8494
H65 6.2477 -6.3813 -2.9511
H66 4.5449 -5.7912 -3.1253
H67 4.8648 -7.3620 -3.5975
H68 3.0203 -6.2455 -0.9634
H69 2.8434 -7.5153 -2.0561
H70 3.3096 -7.8836 -0.4026
C31 -3.5501 -7.9279 0.1423
O11 -4.6398 -7.5268 -0.1345
N11 -2.7908 -7.3562 1.1288
C32 -1.5193 -7.9426 1.5115
C33 -3.1432 -6.1039 1.8669
H71 -3.0168 -8.7083 -0.4222
H72 -0.7667 -7.1550 1.4761
H73 -1.0535 -8.7217 0.9081
H74 -1.5838 -8.2290 2.5613
H75 -3.9481 -5.5819 1.3495
H76 -3.3754 -6.2350 2.9237
H77 -2.3292 -5.4224 1.6199
C34 2.5224 -5.1696 5.5311
O12 1.9335 -4.4080 4.7474
N12 3.5142 -4.7655 6.3856
C35 3.9620 -3.3864 6.3396
C36 4.0660 -5.6785 7.3966
H78 2.3952 -6.2632 5.5355
H79 3.5915 -2.7747 5.5170
H80 5.0493 -3.3524 6.4084
H81 3.6966 -2.9411 7.2985
H82 4.9674 -6.1591 7.0164
H83 4.2750 -5.0165 8.2370
H84 3.3736 -6.4498 7.7340
C37 0.3999 9.2892 1.0602
O13 0.5781 10.1780 0.2040
N13 -0.2102 8.1570 0.7065
C38 -0.6541 7.1643 1.6982
C39 -0.7610 7.9387 -0.6351
H85 0.8231 9.2889 2.0766
H86 -1.7237 7.2888 1.8675
H87 -0.2610 7.2963 2.7062
H88 -0.4352 6.1306 1.4303
H89 -0.3337 8.7021 -1.2853
H90 -0.4244 6.9785 -1.0260
H91 -1.8419 8.0108 -0.7557
C40 2.2192 6.0609 -7.2289
O14 2.4447 6.9970 -7.9501
N14 3.0680 5.7812 -6.2053
C41 3.0092 4.5944 -5.3294
C42 4.3318 6.5404 -5.9798
H92 1.4423 5.3080 -7.4335
H93 3.0865 4.7629 -4.2553
H94 3.8032 3.9199 -5.6501
H95 2.1024 4.0389 -5.5687
H96 5.1207 5.7917 -5.9069
H97 4.6441 7.0899 -6.8679
H98 4.3089 7.3183 -5.2166

***

C4H9N3 | ωB97M-V with the def2-TZVPD basis set

Output
Spin multiplicity: 1
ΔE to the lowest compared entry with this formula, charge and spin (kcal/mol): 82.7
HOMO energy (alpha / beta) (eV): -7.09 / -7.09
Frontier orbital gap (alpha / beta) (eV): 8.2 / 8.2

Atoms and positions in Å:
C1 0.5338 2.1143 0.0944
C2 0.3098 0.6561 -0.1516
N1 0.5551 -2.5960 -0.4369
N2 -2.1027 0.4537 0.3095
C3 1.2022 -0.3886 0.0811
C4 -0.9382 -0.0389 -0.2261
N3 0.5036 -1.4985 0.4183
H1 1.2769 -2.5370 -1.1528
H2 0.6453 -3.4516 0.1010
H3 -2.9240 -0.1286 0.2329
H4 -2.0227 0.9600 1.1796
H5 2.2931 -0.3520 0.1179
H6 -1.1333 -0.7132 -1.0516
H7 1.5977 2.3286 0.2236
H8 0.0367 2.4759 1.0025
H9 0.1666 2.7156 -0.7416

***

C23H43Cl10FO18 | ωB97M-V with the def2-TZVPD basis set

Output
Spin multiplicity: 1
ΔE to the lowest compared entry with this formula, charge and spin (kcal/mol): 89.0
HOMO energy (eV): -10.64
Frontier orbital gap (eV): 10.5

Atoms and positions in Å:
C1 -8.5197 -8.3203 3.4173
O1 -8.3282 -7.1934 2.4976
C2 -7.0840 -6.9263 2.0771
O2 -6.1335 -7.7082 2.3419
O3 -7.0890 -5.7199 1.5506
C3 -5.9016 -5.1639 0.9806
H1 -9.5763 -8.5872 3.3943
H2 -8.3880 -8.0126 4.4547
H3 -7.9986 -9.2263 3.1080
H4 -5.8722 -5.4058 -0.0818
H5 -4.9795 -5.5290 1.4327
H6 -5.8875 -4.0740 0.9902
C4 1.9451 -6.2859 -5.0195
O4 0.6901 -5.7301 -4.7142
C5 -0.2956 -5.8204 -5.6966
O5 -0.2412 -6.3795 -6.8130
O6 -1.3573 -5.3543 -5.1301
C6 -2.5430 -5.0181 -5.8322
H7 2.6452 -5.4529 -5.0834
H8 2.0012 -6.9995 -5.8415
H9 2.2276 -6.8896 -4.1570
H10 -2.7036 -5.7000 -6.6672
H11 -2.3774 -3.9838 -6.1336
H12 -3.4234 -4.9789 -5.1908
C7 -0.7745 -0.4043 -1.4112
O7 -1.0065 0.6863 -0.4641
C8 -0.2365 1.7055 -0.5495
O8 0.4926 2.0686 -1.4500
O9 -0.4234 2.3830 0.6316
C9 0.2243 3.6492 0.7601
H13 -1.0811 -1.3683 -1.0054
H14 0.3019 -0.4694 -1.5701
H15 -1.2255 -0.2584 -2.3927
H16 1.3058 3.5208 0.7171
H17 -0.0394 4.1611 1.6856
H18 -0.1133 4.2291 -0.0989
C10 6.1373 5.8502 4.9508
O10 7.5325 5.7741 5.2047
C11 8.3146 6.7963 4.8989
O11 7.8796 7.8741 4.3387
O12 9.5855 6.4586 5.2787
C12 10.5220 7.5230 5.1497
H19 5.9252 6.2935 3.9779
H20 5.8535 6.5231 5.7600
H21 5.6260 4.9148 5.1781
H22 11.3594 7.1490 5.7388
H23 10.3315 8.4950 5.6047
H24 10.9015 7.5896 4.1301
C13 -5.6414 2.2021 -3.3728
O13 -6.1864 0.9602 -3.7183
C14 -7.2745 0.4565 -3.0965
O14 -7.8506 0.8704 -2.0995
O15 -7.5840 -0.6031 -3.8721
C15 -8.7659 -1.3737 -3.6457
H25 -6.1522 3.0403 -3.8469
H26 -4.5712 2.1112 -3.5583
H27 -5.6976 2.4396 -2.3104
H28 -8.6639 -2.1988 -4.3505
H29 -9.7117 -0.8469 -3.7722
H30 -8.7455 -1.8191 -2.6510
C16 4.5695 -1.9145 2.7164
C17 5.1122 -1.6957 1.3314
O16 6.4781 -1.5069 1.5301
C18 6.7868 -1.6202 2.8490
O17 7.9256 -1.5916 3.2602
O18 5.6523 -1.6283 3.6670
F1 4.5211 -0.6073 0.7956
H31 4.1709 -2.9254 2.8009
H32 3.7104 -1.2637 2.8795
H33 4.9285 -2.5980 0.7481
C19 1.8215 6.6311 -4.6959
Cl1 2.9169 6.0871 -6.0111
Cl2 0.0978 6.3053 -5.1425
H34 1.9691 6.0250 -3.8021
H35 1.9289 7.6745 -4.3993
C20 1.6203 -7.8131 3.0098
Cl3 1.2521 -6.6289 1.6924
Cl4 3.1413 -7.4491 3.9219
H36 0.8747 -7.8732 3.8026
H37 1.5904 -8.7754 2.4988
C21 -1.4028 1.8328 6.9764
Cl5 0.2671 1.8900 7.5359
Cl6 -1.8164 0.1948 6.4485
H38 -2.1132 2.0098 7.7840
H39 -1.5692 2.5954 6.2156
C22 1.9403 0.8975 -6.8631
Cl7 2.3269 -0.7550 -7.4819
Cl8 0.1657 0.9428 -6.7717
H40 2.4677 1.0509 -5.9216
H41 2.3342 1.7201 -7.4600
C23 0.9224 11.0369 2.2893
Cl9 1.9071 11.2091 0.8899
Cl10 1.5192 9.8979 3.5094
H42 0.7001 11.9881 2.7729
H43 -0.0746 10.7340 1.9696